C26H22NS4V as an isolated structure, computed with ωB97M-V/def2-TZVPD.

ORCA input file:
```
! RIJCOSX wB97M-V def2-TZVPD def2/J DEFGRID3
* xyz -1 4
V 0.11 -0.14 0.15
S -0.03 0.06 2.56
C -1.70 -0.15 2.88
C -2.16 -0.28 4.20
C -3.50 -0.44 4.48
C -4.44 -0.45 3.46
C -4.02 -0.33 2.15
C -2.67 -0.17 1.86
S -2.22 -0.07 0.14
C -2.47 1.73 -0.12
C -1.19 2.50 -0.21
C -1.24 3.83 -0.57
C -0.06 4.55 -0.71
C 1.13 3.90 -0.42
C 1.11 2.58 -0.02
C 2.36 1.91 0.42
S 2.43 0.11 -0.02
C 2.76 0.21 -1.77
C 4.08 0.31 -2.20
C 4.37 0.36 -3.55
C 3.34 0.26 -4.48
C 2.04 0.12 -4.06
C 1.71 0.08 -2.70
S 0.07 -0.15 -2.24
N -0.03 1.86 0.04
H -1.43 -0.28 4.99
H -3.81 -0.57 5.51
H -5.50 -0.56 3.69
H -4.72 -0.36 1.33
H -3.10 2.09 0.70
H -3.02 1.82 -1.06
H -2.20 4.30 -0.77
H -0.08 5.59 -1.03
H 2.08 4.43 -0.49
H 2.41 1.87 1.51
H 3.25 2.41 0.02
H 4.87 0.34 -1.46
H 5.40 0.45 -3.88
H 3.57 0.26 -5.53
H 1.24 0.01 -4.78
C -0.12 -2.26 0.30
C 1.26 -2.70 0.33
C 2.00 -2.71 1.53
C 3.31 -3.13 1.56
C 3.92 -3.61 0.41
C 3.21 -3.61 -0.78
C 1.91 -3.17 -0.82
H -0.66 -2.50 1.22
H -0.66 -2.64 -0.57
H 1.53 -2.34 2.44
H 3.86 -3.11 2.49
H 4.94 -3.98 0.44
H 3.68 -3.99 -1.69
H 1.37 -3.16 -1.76
*
```

Computed properties:
* frontier orbital gap (spin up / spin down): 5.42 / 5.91 eV
* <S²>: 3.77
* HOMO level (spin up / spin down): -0.105 / -0.123 hartree
* lowest unoccupied orbital energy (spin up / spin down): 2.6 / 2.6 eV

Here are the Mulliken charges for atoms 1 to 5, given in e: number 1, V, carries 0.07; number 2, S, carries -0.52; number 3, C, carries 0.81; number 4, C, carries -0.78; number 5, C, carries -0.45


C26H23BFN8SbSe4Y as an isolated structure, computed with ωB97M-V/def2-TZVPD.

ORCA input file:
```
! RIJCOSX wB97M-V def2-TZVPD def2/J DEFGRID3
* xyz -2 2
Y -0.35 -0.14 0.71
C 1.97 3.49 -1.09
C 0.56 3.09 -1.31
N 0.56 1.70 -1.85
N 1.97 1.30 -1.70
C 2.70 2.40 -1.31
B 2.43 -0.07 -1.31
N 1.47 -1.17 -1.84
C 1.70 -2.11 -2.77
C 0.53 -2.84 -2.95
C -0.38 -2.25 -2.07
N 0.20 -1.25 -1.42
N 2.61 -0.26 0.27
C 3.54 0.34 1.04
C 3.45 -0.15 2.32
C 2.39 -1.05 2.27
N 1.90 -1.14 1.04
N 3.82 -0.38 -1.90
C 4.73 -1.26 -1.41
C 5.78 -1.33 -2.30
C 5.41 -0.44 -3.32
N 4.24 0.12 -3.08
H 2.33 4.46 -0.81
H -0.09 3.77 -1.85
H 3.78 2.30 -1.23
H 2.66 -2.19 -3.25
H 0.37 -3.66 -3.62
H -1.41 -2.48 -1.86
H 4.20 1.07 0.62
H 4.00 0.17 3.19
H 1.94 -1.61 3.08
H 4.56 -1.77 -0.48
H 6.67 -1.93 -2.22
H 5.95 -0.18 -4.22
Se 3.19 2.83 4.79
Sb 0.91 1.98 5.00
Se -0.83 3.10 6.16
Se 2.24 0.11 6.02
Se -0.02 1.22 2.84
C -0.08 2.04 -0.50
C -1.56 2.03 -0.51
C -2.24 2.87 0.39
C -3.62 2.83 0.50
C -4.36 1.93 -0.26
C -3.71 1.08 -1.14
C -2.33 1.13 -1.27
H -1.65 3.53 1.02
H -4.12 3.48 1.20
H -5.44 1.88 -0.15
H -4.28 0.36 -1.72
H -1.82 0.51 -2.00
F -7.02 -1.97 -0.06
C -5.75 -1.95 0.44
C -5.40 -1.00 1.38
C -4.11 -0.99 1.88
C -3.14 -1.92 1.48
C -1.77 -1.86 1.97
C -3.55 -2.87 0.52
C -4.83 -2.89 0.00
H -6.13 -0.27 1.71
H -3.84 -0.23 2.60
H -1.70 -1.49 2.99
H -1.25 -2.82 1.87
H -2.84 -3.61 0.18
H -5.13 -3.63 -0.73
*
```

Computed properties:
* frontier orbital gap (spin up / spin down): 6.31 / 5.87 eV
* <S²>: 0.76
* HOMO level (spin up / spin down): -0.077 / -0.077 hartree
* lowest unoccupied orbital energy (spin up / spin down): 4.2 / 3.8 eV

Here are the Mulliken charges for atoms 1 to 5, given in e: number 1, Y, carries -0.38; number 2, C, carries -1.46; number 3, C, carries 0.33; number 4, N, carries -0.66; number 5, N, carries 0.86


C26H23CuN4O3S4 as an isolated structure, computed with ωB97M-V/def2-TZVPD.

ORCA input file:
```
! RIJCOSX wB97M-V def2-TZVPD def2/J DEFGRID3
* xyz -2 1
Cu -0.03 0.10 -0.11
C -2.27 0.05 2.70
C -1.04 0.86 2.44
N 0.06 0.20 2.28
N 1.26 0.78 2.34
C 2.18 0.71 1.47
S 2.20 0.12 -0.13
S 3.71 1.44 2.05
C 3.08 2.95 2.90
C 2.76 2.76 4.35
C 3.78 2.54 5.27
C 3.50 2.43 6.62
C 2.19 2.52 7.06
C 1.17 2.71 6.15
C 1.45 2.83 4.80
C -1.17 2.31 2.25
C -1.73 3.13 3.22
C -1.80 4.50 3.06
C -1.30 5.06 1.89
C -0.79 4.27 0.89
C -0.68 2.86 1.03
O -0.18 2.17 0.08
H -2.00 -0.99 2.86
H -2.80 0.44 3.58
H -2.95 0.11 1.85
H 3.90 3.67 2.79
H 2.20 3.28 2.35
H 4.80 2.46 4.91
H 4.30 2.27 7.33
H 1.97 2.45 8.12
H 0.15 2.78 6.49
H 0.65 2.97 4.09
H -2.11 2.68 4.13
H -2.21 5.13 3.84
H -1.32 6.14 1.75
H -0.43 4.71 -0.03
O -3.34 -4.01 0.11
C -4.12 -2.94 -0.10
C -5.50 -3.10 -0.03
C -6.35 -2.02 -0.21
C -5.84 -0.76 -0.47
C -4.47 -0.59 -0.56
C -3.59 -1.66 -0.38
C -2.15 -1.40 -0.43
O -1.71 -0.28 -0.85
N -1.39 -2.42 -0.06
N -0.10 -2.12 0.19
C 0.80 -3.01 0.05
S 2.47 -2.74 0.46
C 2.78 -4.55 0.69
C 2.16 -5.26 -0.49
S 0.47 -4.63 -0.73
H -2.39 -3.66 0.06
H -5.89 -4.09 0.17
H -7.42 -2.17 -0.14
H -6.51 0.08 -0.59
H -4.04 0.38 -0.76
H 2.31 -4.86 1.62
H 3.85 -4.70 0.75
H 2.08 -6.34 -0.35
H 2.73 -5.06 -1.41
*
```

Computed properties:
* frontier orbital gap: 4.76 eV
* HOMO level: -0.020 hartree
* lowest unoccupied orbital energy: 4.2 eV

Here are the Mulliken charges for atoms 1 to 5, given in e: number 1, Cu, carries -0.46; number 2, C, carries -1.59; number 3, C, carries 0.79; number 4, N, carries -0.60; number 5, N, carries -0.24


C26H23FN2O4STi as an isolated structure, computed with ωB97M-V/def2-TZVPD.

ORCA input file:
```
! RIJCOSX wB97M-V def2-TZVPD def2/J DEFGRID3
* xyz 0 1
Ti -0.31 -2.01 0.42
C 0.17 -5.67 2.64
C -0.16 -4.15 2.51
O -0.01 -3.63 1.31
C -0.54 -3.35 3.60
C -0.64 -1.94 3.53
C -0.76 -1.25 4.86
N -0.52 -1.36 2.40
N -0.45 0.04 2.57
C -0.46 0.60 1.41
O -0.53 -0.14 0.30
C -0.50 2.03 1.22
C -0.23 2.93 2.28
C -0.22 4.33 2.07
C -0.50 4.88 0.81
C -0.69 3.94 -0.23
C -0.67 2.58 -0.02
H -0.34 -6.18 1.87
H 1.20 -5.70 2.40
H -0.06 -6.13 3.61
H -0.57 -3.79 4.60
H -1.05 -1.98 5.59
H 0.18 -0.76 5.17
H -1.54 -0.54 4.80
H 0.06 2.59 3.23
H -0.11 5.03 2.90
H -0.40 5.95 0.66
H -0.75 4.22 -1.29
H -0.69 1.94 -0.90
F 3.07 3.57 -0.99
C 2.67 2.28 -0.91
C 2.73 1.68 0.36
C 2.38 0.38 0.50
C 1.99 -0.41 -0.63
C 1.59 -1.80 -0.50
C 1.96 0.22 -1.90
C 2.27 1.59 -2.05
H 3.05 2.27 1.19
H 2.50 0.00 1.51
H 2.32 -2.38 0.03
H 1.47 -2.21 -1.54
H 1.75 -0.36 -2.82
H 2.30 2.09 -2.99
O -1.13 2.73 -4.76
C -0.97 1.49 -5.24
O -0.66 1.23 -6.39
C -1.31 0.42 -4.22
C -1.00 -0.87 -4.55
C -1.25 -1.77 -3.50
C -1.82 -1.47 -2.28
S -2.00 -2.60 -0.96
C -2.11 -0.15 -2.01
C -1.80 0.81 -2.96
H -0.91 2.74 -3.83
H -0.53 -1.19 -5.51
H -0.86 -2.79 -3.61
H -2.59 0.13 -1.09
H -2.01 1.85 -2.69
*
```

Computed properties:
* frontier orbital gap: 7.24 eV
* HOMO level: -0.299 hartree
* lowest unoccupied orbital energy: -0.9 eV

Here are the Mulliken charges for atoms 1 to 5, given in e: number 1, Ti, carries 0.06; number 2, C, carries -1.31; number 3, C, carries 0.59; number 4, O, carries -0.58; number 5, C, carries -1.03


C26H23GeO6RuS as an isolated structure, computed with ωB97M-V/def2-TZVPD.

ORCA input file:
```
! RIJCOSX wB97M-V def2-TZVPD def2/J DEFGRID3
* xyz 2 6
Ru -2.28 0.50 0.20
O -4.45 3.08 2.91
C -3.80 2.12 2.32
O -3.16 2.29 1.28
C -3.88 0.82 3.07
O -3.35 -0.26 2.32
C -4.33 -1.19 1.82
C -4.98 -0.65 0.55
O -6.16 -0.70 0.35
O -4.09 -0.11 -0.28
H -4.36 3.93 2.44
H -4.91 0.64 3.38
H -3.27 0.94 3.97
H -5.08 -1.40 2.58
H -3.79 -2.10 1.58
Ge -1.81 0.12 -2.25
C -0.03 -0.12 -2.93
C 1.13 0.38 -2.33
C 2.34 0.30 -3.00
C 2.41 -0.29 -4.26
C 1.26 -0.79 -4.86
C 0.04 -0.71 -4.19
C -2.41 1.94 -1.96
C -3.73 2.32 -2.21
C -4.11 3.65 -2.07
C -3.18 4.59 -1.64
C -1.87 4.22 -1.36
C -1.48 2.90 -1.51
H -2.86 -0.81 -2.85
H 1.09 0.84 -1.36
H 3.24 0.70 -2.55
H 3.35 -0.35 -4.78
H 1.31 -1.24 -5.84
H -0.85 -1.11 -4.66
H -4.46 1.58 -2.53
H -5.12 3.95 -2.30
H -3.48 5.62 -1.54
H -1.15 4.96 -1.03
H -0.44 2.62 -1.34
C 7.86 -4.36 2.26
C 6.54 -3.88 1.79
O 5.88 -4.24 0.88
S 5.87 -2.55 3.01
C 4.40 -1.97 2.38
C 3.52 -1.38 3.34
C 2.32 -0.87 2.96
C 1.94 -0.91 1.59
C 2.82 -1.46 0.63
C 4.03 -1.98 1.01
C 0.69 -0.40 1.18
C -0.41 -0.01 0.80
H 8.45 -4.68 1.40
H 7.69 -5.23 2.90
H 8.39 -3.61 2.83
H 3.82 -1.36 4.38
H 1.65 -0.44 3.68
H 2.53 -1.46 -0.41
H 4.69 -2.38 0.26
*
```

Computed properties:
* frontier orbital gap (spin up / spin down): 7.93 / 5.10 eV
* <S²>: 8.80
* HOMO level (spin up / spin down): -0.512 / -0.528 hartree
* lowest unoccupied orbital energy (spin up / spin down): -6.0 / -9.3 eV

Here are the Mulliken charges for atoms 1 to 5, given in e: number 1, Ru, carries 0.47; number 2, O, carries -0.43; number 3, C, carries 0.62; number 4, O, carries -0.31; number 5, C, carries -0.55


C26H23IN6O4SV as an isolated structure, computed with ωB97M-V/def2-TZVPD.

ORCA input file:
```
! RIJCOSX wB97M-V def2-TZVPD def2/J DEFGRID3
* xyz 1 3
V -0.15 -0.92 1.35
N -0.44 1.57 4.95
C -0.55 0.66 3.98
S 0.92 0.34 3.05
N -1.72 0.09 3.82
N -1.68 -0.80 2.78
C -2.61 -1.67 2.66
C -2.42 -2.70 1.61
C -3.36 -3.67 1.34
C -3.08 -4.62 0.36
C -1.87 -4.56 -0.31
C -0.97 -3.55 0.02
N -1.24 -2.65 0.96
H 0.44 1.99 5.17
H -1.24 1.74 5.55
H -3.44 -1.70 3.36
H -4.29 -3.70 1.89
H -3.80 -5.39 0.12
H -1.61 -5.27 -1.08
H -0.01 -3.46 -0.48
O 5.75 -1.78 -2.24
C 5.71 -2.01 -0.85
C 4.30 -1.85 -0.37
C 3.95 -2.29 0.92
C 2.68 -2.09 1.37
N 1.71 -1.50 0.61
C 2.06 -1.09 -0.61
C 3.34 -1.25 -1.14
C 0.17 0.48 -1.05
C -0.36 1.00 -2.35
C -1.64 0.95 -2.68
C -2.16 1.48 -3.99
O -1.19 2.15 -4.77
C -2.61 0.40 -1.75
C -2.20 -0.04 -0.56
N -0.86 -0.02 -0.14
H 6.66 -1.85 -2.54
H 6.33 -1.29 -0.30
H 6.06 -3.01 -0.59
H 4.67 -2.77 1.57
H 2.37 -2.40 2.36
H 3.54 -0.89 -2.14
H 0.38 1.40 -3.03
H -3.03 2.12 -3.80
H -2.52 0.64 -4.60
H -1.00 3.00 -4.35
H -3.66 0.36 -2.00
H -2.90 -0.43 0.17
I -2.16 7.11 0.18
C -1.13 5.32 0.04
C -1.46 4.27 0.88
C -0.79 3.06 0.77
C 0.22 2.91 -0.17
C 0.56 3.97 -1.00
C -0.11 5.18 -0.90
C 0.96 1.61 -0.36
O 2.10 1.46 0.00
O 1.11 -0.58 -1.43
H -2.24 4.39 1.61
H -1.05 2.24 1.42
H 1.37 3.87 -1.72
H 0.16 6.01 -1.54
*
```

Computed properties:
* frontier orbital gap (spin up / spin down): 6.68 / 6.62 eV
* <S²>: 2.03
* HOMO level (spin up / spin down): -0.388 / -0.389 hartree
* lowest unoccupied orbital energy (spin up / spin down): -3.9 / -4.0 eV

Here are the Mulliken charges for atoms 1 to 5, given in e: number 1, V, carries -0.20; number 2, N, carries -0.40; number 3, C, carries 0.83; number 4, S, carries -0.53; number 5, N, carries -1.55


C26H23IrN12O4S as an isolated structure, computed with ωB97M-V/def2-TZVPD.

ORCA input file:
```
! RIJCOSX wB97M-V def2-TZVPD def2/J DEFGRID3
* xyz 3 6
Ir -0.01 -0.77 0.90
N -2.81 0.50 4.11
C -3.40 1.76 3.90
C -4.27 2.21 4.92
C -5.01 3.33 4.69
C -4.79 4.06 3.48
C -3.96 3.62 2.45
C -3.32 2.36 2.58
S -2.47 1.66 1.32
N -1.75 0.43 2.05
C -2.02 -0.10 3.24
C -1.36 -1.35 3.67
C -1.75 -1.99 4.85
C -1.04 -3.17 5.18
C -0.15 -3.70 4.33
C 0.04 -3.06 3.08
N -0.49 -1.86 2.81
H -3.01 0.12 5.02
H -4.34 1.77 5.90
H -5.83 3.65 5.33
H -5.35 4.98 3.45
H -3.91 4.20 1.58
H -2.48 -1.77 5.57
H -1.15 -3.74 6.15
H 0.42 -4.60 4.57
H 0.75 -3.40 2.38
N 4.89 -1.18 0.15
C 4.30 -0.81 -0.96
N 4.82 0.16 -1.67
C 4.11 0.55 -2.69
N 4.58 1.56 -3.37
N 2.95 -0.09 -3.05
C 2.52 -1.12 -2.35
N 3.11 -1.54 -1.28
C -0.03 -0.96 -2.05
C -0.57 -0.41 -3.44
C -1.68 -1.21 -3.97
C -2.29 -2.18 -3.28
C -1.86 -2.49 -1.89
N -0.86 -1.84 -1.32
H 5.73 -0.64 0.35
H 4.67 -1.96 0.70
H 5.53 1.93 -3.16
H 4.31 1.58 -4.36
H -0.90 0.63 -3.52
H -2.09 -1.12 -5.00
H -3.01 -2.83 -3.75
H -2.36 -3.30 -1.22
O 1.18 1.03 1.75
N 2.11 0.27 2.22
O 3.10 0.66 2.75
O 1.92 -1.01 2.06
N 1.30 2.12 -5.64
C 2.16 1.25 -5.13
O 3.14 0.79 -5.62
C 1.72 0.58 -3.72
C 0.77 -0.64 -4.02
C 1.19 -1.58 -2.87
N 0.40 0.04 -1.08
C 0.82 1.21 -1.37
C 1.25 1.53 -2.69
H 1.52 2.58 -6.51
H 0.49 2.39 -5.11
H 0.89 -1.08 -4.99
H 1.08 -2.63 -2.96
H 1.10 1.97 -0.62
H 1.48 2.59 -2.84
*
```

Computed properties:
* frontier orbital gap (spin up / spin down): 6.91 / 6.19 eV
* <S²>: 8.79
* HOMO level (spin up / spin down): -0.577 / -0.615 hartree
* lowest unoccupied orbital energy (spin up / spin down): -8.8 / -10.5 eV

Here are the Mulliken charges for atoms 1 to 5, given in e: number 1, Ir, carries 1.40; number 2, N, carries 0.01; number 3, C, carries 0.39; number 4, C, carries -0.69; number 5, C, carries -0.58


C26H23N3O2PRhS7Sb as an isolated structure, computed with ωB97M-V/def2-TZVPD.

ORCA input file:
```
! RIJCOSX wB97M-V def2-TZVPD def2/J DEFGRID3
* xyz -2 2
Rh 1.11 -0.58 -0.38
S 3.34 4.16 -0.69
Sb 1.33 3.17 -1.14
S 1.95 0.90 -2.22
S 1.09 1.56 0.67
S 2.77 -2.20 -1.30
C 1.61 -3.39 -1.24
N 0.87 -4.29 -1.24
O -2.26 -1.02 -3.26
C -1.71 -0.98 -2.13
O -0.47 -0.83 -1.99
C -2.60 -1.02 -0.91
C -2.35 -0.19 0.17
C -3.19 -0.19 1.27
C -4.30 -1.03 1.29
C -4.56 -1.86 0.21
C -3.72 -1.85 -0.89
H -1.48 0.45 0.16
H -2.97 0.46 2.11
H -4.95 -1.03 2.15
H -5.42 -2.52 0.24
H -3.92 -2.49 -1.74
C -3.11 -0.43 -4.63
C -2.03 0.55 -4.92
C -2.16 1.58 -5.82
C -1.06 2.41 -6.07
N 0.12 2.13 -5.53
C 0.23 1.13 -4.68
S 1.84 0.60 -4.27
N -0.86 0.40 -4.27
C -1.12 3.57 -7.00
H -3.98 -0.25 -5.27
H -3.40 -0.39 -3.58
H -2.74 -1.45 -4.79
H -3.09 1.72 -6.36
H -0.79 -0.32 -3.53
H -2.00 3.52 -7.64
H -0.22 3.60 -7.61
H -1.17 4.50 -6.44
S 1.76 -3.66 4.24
P 1.59 -1.92 3.33
S 0.42 -1.91 1.66
C 3.25 -1.14 3.16
C 3.74 -0.58 2.00
C 4.97 0.07 1.99
C 5.71 0.15 3.16
C 5.24 -0.44 4.32
C 4.01 -1.08 4.33
C 0.78 -0.70 4.44
C -0.13 -1.16 5.39
C -0.78 -0.26 6.22
C -0.54 1.10 6.09
C 0.35 1.56 5.13
C 1.00 0.66 4.29
H 3.17 -0.64 1.10
H 5.32 0.53 1.08
H 6.67 0.67 3.15
H 5.83 -0.39 5.23
H 3.64 -1.55 5.23
H -0.30 -2.23 5.48
H -1.48 -0.62 6.96
H -1.04 1.80 6.74
H 0.53 2.62 5.02
H 1.68 1.02 3.53
*
```

Computed properties:
* frontier orbital gap (spin up / spin down): 5.37 / 5.40 eV
* <S²>: 0.76
* HOMO level (spin up / spin down): -0.077 / -0.078 hartree
* lowest unoccupied orbital energy (spin up / spin down): 3.3 / 3.3 eV

Here are the Mulliken charges for atoms 1 to 5, given in e: number 1, Rh, carries 0.66; number 2, S, carries -0.71; number 3, Sb, carries 0.11; number 4, S, carries -0.05; number 5, S, carries -0.68


| no. | largest force on an atom (eV Å⁻¹) |
| --- | --- |
| 1 | 1.876 |
| 2 | 1.596 |
| 3 | 1.941 |
| 4 | 2.825 |
| 5 | 0.710 |
| 6 | 0.714 |
| 7 | 3.111 |
| 8 | 13.492 |